C2H8NO2PS | ωB97M-V/def2-TZVPD

Each line ends with the Löwdin charge.
Positions of all 15 atoms, in Å:
C -1.181035 1.265048 0.636377  -0.21
C -1.157802 -0.566165 -0.870393  -0.17
N -0.787491 -0.130833 0.532904  -0.17
O 1.705949 -0.781305 -1.248820  -0.21
O 1.781411 -1.317146 1.158364  -0.20
P 1.409156 -0.071995 0.107402  0.26
S 2.358648 1.571549 0.332357  0.30
H -1.989434 1.323174 1.404615  0.10
H -0.364272 1.780418 1.020554  -0.01
H -1.521761 1.646493 -0.313611  0.07
H -0.484030 -0.285602 -1.635782  0.05
H -1.408265 -1.535642 -0.795586  0.03
H -2.105720 -0.082566 -1.128467  0.08
H 1.853241 -1.719917 -1.222635  0.09
H 1.891399 -1.095518 2.022715  0.00

Forces on the atoms, in the same order (eV/Å):
-1.47 -0.99 0.97
-1.45 2.87 1.67
3.72 0.07 -2.96
-0.09 0.21 -0.99
-0.60 -0.16 -5.36
-2.06 -0.85 3.84
-0.46 -0.02 0.02
0.33 0.07 -0.63
1.29 1.56 0.60
-0.03 0.59 -0.11
0.68 -0.08 -0.77
-0.23 -3.78 -0.35
-0.04 0.07 0.06
0.01 -0.83 0.14
0.39 1.29 3.87

Output
- spin multiplicity = 1
- charge = 0
- LUMO level (eV) = 0.19
- HOMO-LUMO gap (eV) = 9.1

---

C2H8NOS | ωB97M-V/def2-TZVPD

Each line ends with the Löwdin charge.
Positions of all 13 atoms, in Å:
C -0.345308 1.409701 -0.816027  -0.42
C -0.670015 1.611087 0.662392  -0.78
S -0.998026 0.086462 1.683294  -0.01
N -0.839276 0.237870 -1.555213  -0.04
H 0.770259 1.576217 -0.974207  0.10
H -0.767048 2.383907 -1.125435  0.08
H -1.605543 2.168464 0.625314  0.01
H 0.014421 2.206341 1.278258  0.02
H -1.784952 0.269293 -1.423956  0.00
H -0.389505 -0.642375 -1.161305  0.06
H 2.497992 -3.544338 0.278424  0.05
H 1.644662 -3.686714 1.412281  0.03
O 2.472339 -4.075915 1.116180  -0.09

Forces on the atoms, in the same order (eV/Å):
2.26 1.41 0.05
-1.16 -1.44 1.52
0.27 0.14 -0.40
4.03 0.17 0.17
-1.09 -0.73 0.02
-0.01 -0.69 -1.37
-0.25 0.11 0.47
0.31 0.08 -0.80
-2.97 -0.84 0.55
-1.35 1.70 -0.25
0.62 -0.89 0.80
-0.33 -0.18 0.84
-0.33 1.15 -1.62

Output
- spin multiplicity = 1
- charge = -1
- LUMO level (eV) = 3.71
- HOMO-LUMO gap (eV) = 6.1

---

C2H8NOS | ωB97M-V/def2-TZVPD

Each line ends with the Löwdin charge.
Positions of all 13 atoms, in Å:
C -1.278888 -0.339971 0.824883  -0.42
C 0.168443 -0.702371 0.510007  -0.63
S 1.270069 0.832598 0.921834  0.05
N -1.805045 0.956526 0.384216  -0.06
H -1.435352 -0.333887 1.900550  0.08
H -1.929662 -1.060694 0.306565  0.09
H 0.383635 -0.875130 -0.528014  0.00
H 0.603386 -1.367043 1.243456  0.01
H -1.873633 1.035074 -0.616082  0.04
H -1.284382 1.709027 0.812415  0.00
H 1.664485 0.130450 -1.790006  -0.05
H 3.088347 0.232547 -1.728004  0.00
O 2.428598 -0.217125 -2.241820  -0.10

Forces on the atoms, in the same order (eV/Å):
-0.42 0.12 -0.92
1.07 2.94 1.30
-0.33 -0.53 -0.37
-0.59 -0.38 0.51
0.03 -0.47 0.13
-0.10 -0.27 0.56
-0.21 -0.80 -0.30
-0.32 -0.89 -0.44
0.43 0.21 -0.12
0.42 0.01 -0.47
-0.81 0.17 0.45
0.77 0.18 0.46
0.07 -0.29 -0.79

Output
- spin multiplicity = 1
- charge = -1
- LUMO level (eV) = 4.20
- HOMO-LUMO gap (eV) = 6.8

---

C2H8NOS | ωB97M-V/def2-TZVPD

Each line ends with the Löwdin charge.
Positions of all 13 atoms, in Å:
C 0.720541 -0.626461 -1.103765  -0.43
C 1.269998 0.673793 -0.555918  -0.75
S -0.058631 1.866755 -0.139965  0.15
N -0.220110 -1.317119 -0.218298  -0.05
H 0.237239 -0.418532 -2.052903  0.08
H 1.550244 -1.307703 -1.326589  0.09
H 1.891421 0.591465 0.338850  0.02
H 1.909972 1.113553 -1.315393  0.02
H 0.321981 -1.726949 0.542378  0.05
H -0.741301 -0.557225 0.229388  -0.02
H -2.586730 -0.077663 1.582827  0.01
H -1.955729 1.247364 1.732914  -0.04
O -2.338894 0.538720 2.286474  -0.13

Forces on the atoms, in the same order (eV/Å):
0.44 -0.36 0.27
-0.32 0.83 0.16
-0.21 0.11 -0.06
0.08 -0.03 0.27
-0.24 0.12 -0.15
0.03 -0.15 -0.01
0.04 -0.60 0.03
0.16 0.13 -0.26
-0.11 0.06 -0.10
-0.04 -0.05 -0.11
0.00 -0.07 0.31
0.42 -0.10 0.27
-0.25 0.11 -0.63

Output
- spin multiplicity = 1
- charge = -1
- LUMO level (eV) = 4.23
- HOMO-LUMO gap (eV) = 6.9

---

C2H8NS | ωB97M-V/def2-TZVPD

Each line ends with the Löwdin charge.
Positions of all 12 atoms, in Å:
N 2.067188 0.830819 1.008911  0.00
H 2.532634 0.724864 0.114431  -0.01
H 1.876114 -0.090695 1.388334  -0.01
H 1.174816 1.277374 0.839071  -0.05
C -0.665676 -0.969594 -0.841501  -0.25
C -1.209614 0.309018 -0.162060  -0.86
S -1.348531 0.148404 1.647400  0.07
H -0.188564 -0.783880 -1.806251  0.04
H -1.525485 -1.636893 -0.994624  0.04
H -0.039463 -1.511759 -0.134441  0.02
H -2.157438 0.587312 -0.631664  0.02
H -0.515985 1.115028 -0.427607  0.00

Forces on the atoms, in the same order (eV/Å):
0.59 0.19 -0.04
-0.08 -0.13 0.04
-0.25 0.17 -0.13
-0.20 -0.23 0.22
-1.17 -0.16 0.47
0.65 -0.13 -0.22
-0.17 0.04 -0.14
0.16 -0.03 -0.01
0.16 -0.03 -0.18
0.41 0.18 -0.18
-0.09 -0.05 0.08
-0.01 0.17 0.10

Output
- spin multiplicity = 1
- charge = -1
- LUMO level (eV) = 4.39
- HOMO-LUMO gap (eV) = 6.7

---

C2H8NS | ωB97M-V/def2-TZVPD

Each line ends with the Mulliken spin population.
Positions of all 12 atoms, in Å:
S -2.586759 -0.670083 0.113791  1.02
H -3.789808 -1.247039 -0.069932  -0.02
C 2.674751 1.218746 0.160957  0.00
C 1.863500 0.103098 -0.507168  0.00
N 0.588371 -0.072862 0.178453  0.01
H 3.667520 0.930073 0.508993  0.00
H 2.746197 2.122678 -0.443084  0.00
H 2.179046 1.538368 1.081865  0.00
H 1.698755 0.435748 -1.539607  0.00
H 2.355258 -0.862605 -0.485253  0.00
H -0.057180 0.698532 0.235812  0.00
H 0.085027 -0.859992 -0.193366  0.00

Forces on the atoms, in the same order (eV/Å):
-0.22 -0.10 -0.01
0.10 0.07 0.02
0.02 0.19 0.81
-0.61 1.26 -0.05
-0.05 -0.82 0.51
0.08 -0.11 -0.39
0.16 -0.15 -0.20
-0.17 -0.14 -0.03
0.22 -0.47 -0.19
0.22 -0.01 -0.11
0.36 0.44 -0.30
-0.11 -0.16 -0.07

Output
- spin multiplicity = 2
- charge = 0
- LUMO level (spin up / spin down) (eV) = 0.92 / -2.62
- HOMO-LUMO gap (spin up / spin down) (eV) = 9.9 / 6.3

---

C2H8NS2 | ωB97M-V/def2-TZVPD

Each line ends with the Löwdin charge.
Positions of all 13 atoms, in Å:
C 1.454504 0.940719 -0.308008  -0.40
C 0.042117 0.912989 -0.907609  -0.73
S -0.653021 -0.763650 -1.092508  0.23
N 2.436204 0.064946 -0.965118  -0.05
H 1.390788 0.627084 0.734037  0.08
H 1.819027 1.974397 -0.338075  0.09
H 0.012025 1.410710 -1.881159  0.03
H -0.592823 1.507818 -0.236407  0.03
H 2.351930 0.197128 -1.966658  0.04
H 2.069361 -0.869353 -0.804172  0.01
S -1.309772 -0.204433 2.231790  0.27
H -2.167308 -1.202223 2.493741  -0.28
H -1.009602 -0.624928 0.874412  -0.32

Forces on the atoms, in the same order (eV/Å):
-0.06 0.00 -0.43
-0.16 -0.13 0.22
0.10 0.00 0.12
-0.09 0.14 0.35
0.04 0.05 0.09
0.09 -0.01 0.10
0.19 0.06 -0.03
-0.06 -0.04 -0.08
-0.02 -0.01 -0.11
0.03 -0.12 -0.21
0.07 0.04 0.12
0.07 0.01 -0.16
-0.21 -0.01 0.02

Output
- spin multiplicity = 1
- charge = -1
- LUMO level (eV) = 3.65
- HOMO-LUMO gap (eV) = 6.8

---

C2H8O | ωB97M-V/def2-TZVPD

Each line ends with the Löwdin charge.
Positions of all 11 atoms, in Å:
C -0.956812 0.351911 -0.672381  -0.16
C 0.406694 1.043258 -0.661392  -0.17
H -1.781378 1.005222 -0.410761  0.06
H -0.986982 -0.437754 0.088070  0.04
H -1.133148 -0.162601 -1.616345  0.07
H 0.325799 2.100231 -0.899152  0.06
H 0.843685 1.051817 0.337114  0.06
H 1.083168 0.558591 -1.370993  0.07
H 1.445574 -1.967396 2.005421  0.04
H 0.247971 -1.399569 1.320218  0.00
O 0.505428 -2.143711 1.880201  -0.06

Forces on the atoms, in the same order (eV/Å):
0.27 -0.64 0.47
-0.15 0.17 0.11
-0.10 0.21 -0.23
-0.02 0.01 -0.14
-0.23 0.28 -0.06
-0.02 0.06 -0.41
0.15 -0.26 0.01
0.07 0.18 0.25
-0.03 -0.24 0.15
-0.20 -0.18 0.06
0.27 0.42 -0.20

Output
- spin multiplicity = 1
- charge = 0
- LUMO level (eV) = 0.92
- HOMO-LUMO gap (eV) = 12.5

---

C2H8O | ωB97M-V/def2-TZVPD

Each line ends with the Löwdin charge.
Positions of all 11 atoms, in Å:
C 0.678684 0.399803 -1.368461  -0.17
C -0.391292 -0.610059 -1.786744  -0.17
H 1.513018 0.379924 -2.062214  0.05
H 1.140866 0.242015 -0.384353  0.06
H 0.252940 1.406460 -1.361843  0.06
H -0.239977 -1.601384 -1.370239  0.05
H -1.385571 -0.319031 -1.419820  0.06
H -0.452001 -0.676845 -2.872260  0.06
H -0.211450 -0.426852 4.593561  0.03
H -0.764255 0.953832 4.110147  0.03
O -0.140963 0.252137 3.922225  -0.06

Forces on the atoms, in the same order (eV/Å):
0.12 0.12 0.19
-0.43 0.16 0.46
0.09 0.11 -0.22
-0.48 -0.18 -0.10
0.19 -0.02 -0.09
0.31 -0.18 -0.13
0.23 0.08 -0.12
-0.02 -0.08 0.02
-0.24 0.10 0.22
-0.18 -0.08 0.29
0.42 -0.02 -0.51

Output
- spin multiplicity = 1
- charge = 0
- LUMO level (eV) = 1.00
- HOMO-LUMO gap (eV) = 12.6

---

C2H8O2 | ωB97M-V/def2-TZVPD

Each line ends with the Mulliken spin population.
Positions of all 12 atoms, in Å:
C 1.016038 0.498881 0.212205  1.12
C 1.979135 0.487784 1.113644  -0.32
H 0.503549 -0.342268 -0.226451  -0.09
H 0.685135 1.450629 -0.172033  -0.06
H 2.396500 -0.451020 1.481080  -0.02
H 2.403295 1.386994 1.555640  0.00
H -2.125530 1.123902 -0.349996  -0.25
H -2.256190 1.096619 -1.864379  -0.06
O -1.574016 1.046736 -1.162351  0.52
H -1.572358 -1.730589 -0.573060  -0.06
H -0.300315 -2.080136 0.101647  -0.08
O -1.155242 -2.487531 -0.115948  0.30

Forces on the atoms, in the same order (eV/Å):
0.06 0.92 -0.15
0.43 -0.82 0.40
0.26 -0.12 0.03
-0.37 0.05 -0.04
-0.13 0.14 0.08
-0.10 -0.02 -0.30
0.13 -0.01 -0.16
0.05 -0.01 0.00
-0.20 -0.10 0.12
-0.25 -0.26 0.10
-0.25 -0.43 0.12
0.38 0.68 -0.20

Output
- spin multiplicity = 2
- charge = -1
- LUMO level (spin up / spin down) (eV) = 3.80 / 3.72
- HOMO-LUMO gap (spin up / spin down) (eV) = 3.0 / 10.5

---

C2H8O2 | ωB97M-V/def2-TZVPD

Each line ends with the Löwdin charge.
Positions of all 12 atoms, in Å:
C 2.267323 0.268142 0.181324  -0.18
C -1.780653 -0.504521 0.132708  -0.18
H 0.303879 0.112474 -0.160479  0.04
H 3.325618 0.114395 -0.616058  0.15
H 2.066720 1.364287 0.295536  0.06
H 2.491892 -0.243529 1.201100  0.08
H -2.245938 1.251585 -0.704739  0.15
H -1.087603 -1.174270 0.606047  0.05
H -3.025784 -0.828617 0.474458  0.15
H -1.956941 -0.936851 -0.908747  0.08
O 1.139300 -0.358604 -0.465588  -0.20
O -1.497818 0.935506 -0.035561  -0.19

Forces on the atoms, in the same order (eV/Å):
2.06 -0.83 -1.31
-5.57 -0.82 -2.69
1.78 -0.54 -0.73
-3.35 0.48 2.60
0.48 -0.92 0.04
-0.21 0.98 -1.74
2.60 -0.96 2.18
0.57 0.68 0.69
3.74 1.51 -0.01
0.93 0.47 1.03
-0.47 1.05 0.98
-2.54 -1.10 -1.04

Output
- spin multiplicity = 1
- charge = 0
- LUMO level (eV) = 0.65
- HOMO-LUMO gap (eV) = 10.6

---

C2H8O2 | ωB97M-V/def2-TZVPD

Each line ends with the Löwdin charge.
Positions of all 12 atoms, in Å:
C 0.945847 0.971173 -0.122501  -0.16
O 2.060887 1.725923 0.389049  -0.13
H 1.181027 -0.087037 -0.008521  0.08
H 0.063907 1.308343 0.422099  0.07
H 0.760097 1.171503 -1.177711  0.09
H 2.723817 1.958533 -0.265181  0.07
C -1.391753 -0.786207 0.235539  -0.16
O -0.624953 -1.855207 -0.317791  -0.14
H -1.733983 -0.208887 -0.623341  0.09
H -2.167083 -1.323907 0.781279  0.09
H -0.736623 -0.185737 0.866689  0.04
H -1.081183 -2.688497 -0.179611  0.07

Forces on the atoms, in the same order (eV/Å):
1.28 0.80 -0.20
-0.33 0.17 0.27
-0.44 -0.04 0.11
0.38 -0.09 0.03
0.04 0.02 -0.13
-0.30 -0.28 -0.27
0.12 -1.38 -0.26
0.87 -0.35 -0.31
-0.49 0.32 0.37
-0.51 1.08 0.24
-0.68 -0.40 0.15
0.06 0.15 -0.01

Output
- spin multiplicity = 1
- charge = 0
- LUMO level (eV) = 0.89
- HOMO-LUMO gap (eV) = 11.2

---

Relative energy (zero: lowest compared OMol25 entry of this formula, charge and spin) values, unit kJ/mol, following the record order: 332.79; 118.09; 55.60; 13.49; 18.72; 52.84; 9.55; 7.55; 7.13; 17.00; 267.01; 116.46.